ORCA calculation (ωB97M-V/def2-TZVPD) on a molecular structure, C18H56AsF6O10.

Cartesian coordinates (Å):
As: -8.219 10.141 -1.510
F: -7.411 9.624 -3.019
F: -7.780 8.548 -0.834
F: -9.090 10.555 0.022
F: -8.601 11.827 -2.130
F: -9.762 9.634 -2.232
F: -6.653 10.795 -0.800
O: -11.878 10.513 -3.727
H: -12.666 9.970 -3.691
H: -11.204 9.985 -3.299
O: -11.434 12.654 -1.484
H: -11.532 11.981 -2.157
H: -10.544 12.986 -1.604
O: -9.389 14.369 -2.935
H: -8.669 14.096 -2.366
H: -9.453 13.675 -3.591
O: -5.378 9.185 -4.503
H: -5.887 9.295 -5.306
H: -6.034 9.151 -3.806
C: -7.587 14.466 -0.125
C: -8.779 13.922 0.742
C: -8.252 13.088 1.954
O: -9.356 15.104 1.325
H: -7.097 13.658 -0.668
H: -6.930 15.084 0.487
H: -7.966 15.101 -0.925
H: -9.494 13.353 0.147
H: -9.103 12.571 2.396
H: -7.830 13.706 2.746
H: -7.559 12.304 1.650
H: -10.171 15.370 0.893
C: -12.425 7.684 -0.124
C: -11.372 6.722 0.553
C: -10.474 6.094 -0.517
O: -10.629 7.431 1.468
H: -12.837 7.108 -0.953
H: -12.014 8.643 -0.441
H: -13.236 7.935 0.558
H: -11.814 5.858 1.050
H: -10.802 5.073 -0.714
H: -9.426 6.010 -0.228
H: -10.533 6.680 -1.435
H: -9.927 7.855 0.968
C: -11.879 11.052 1.933
C: -13.217 10.951 1.242
C: -14.368 10.424 2.154
O: -13.515 12.279 0.828
H: -11.916 11.747 2.772
H: -11.107 11.420 1.258
H: -11.590 10.071 2.309
H: -13.184 10.356 0.329
H: -14.451 10.906 3.128
H: -14.329 9.343 2.290
H: -15.260 10.538 1.538
H: -12.954 12.786 0.237
C: -2.170 12.783 0.904
C: -3.310 13.730 0.673
C: -3.849 13.470 -0.728
O: -4.326 13.369 1.616
H: -1.537 12.577 0.041
H: -2.490 11.790 1.219
H: -1.655 13.147 1.793
H: -2.898 14.739 0.693
H: -4.570 14.230 -1.030
H: -4.369 12.522 -0.865
H: -3.046 13.511 -1.463
H: -4.564 12.457 1.435
C: -6.756 6.126 -2.934
C: -5.856 5.750 -1.731
C: -6.476 4.642 -0.815
O: -4.666 5.397 -2.284
H: -7.803 6.173 -2.632
H: -6.778 5.386 -3.734
H: -6.552 7.117 -3.340
H: -5.756 6.627 -1.092
H: -5.850 4.291 0.005
H: -6.699 3.775 -1.437
H: -7.381 5.052 -0.367
H: -4.581 6.022 -3.008
C: -5.944 8.899 2.622
C: -5.398 10.285 2.746
C: -4.142 10.331 3.694
O: -5.074 10.780 1.440
H: -6.767 8.878 1.907
H: -6.242 8.542 3.607
H: -5.101 8.260 2.360
H: -6.205 10.910 3.127
H: -3.625 11.286 3.602
H: -3.469 9.535 3.377
H: -4.387 10.276 4.755
H: -5.626 10.433 0.736

Results
charge: -1
total energy: -4306.96549 Eh
Kohn-Sham gap: 0.34523 Ha

Mulliken atomic charge list, values in e, 4 entries: 1.895 -0.477 -0.477 -0.344

ORCA calculation (ωB97M-V/def2-TZVPD) on a molecular structure, C18H56AsF6O10.

Cartesian coordinates (Å):
As: 1.336 -0.881 1.114
F: 2.952 -1.353 1.752
F: 0.839 0.070 2.587
F: -0.203 -0.583 0.336
F: 1.833 -1.759 -0.346
F: 0.744 -2.383 1.867
F: 2.073 0.541 0.308
O: -2.941 -7.515 4.142
H: -3.381 -7.085 3.409
H: -2.185 -6.958 4.328
O: 4.727 -6.583 -0.524
H: 4.680 -6.739 -1.468
H: 4.272 -5.750 -0.397
O: 8.083 -3.449 3.768
H: 7.341 -3.009 3.355
H: 7.760 -4.327 3.972
O: -0.225 -3.481 7.342
H: -0.206 -2.526 7.273
H: 0.258 -3.787 6.574
C: -5.483 4.924 2.007
C: -6.140 5.676 3.226
C: -5.381 5.461 4.521
O: -5.962 7.045 2.846
H: -6.047 5.018 1.079
H: -5.368 3.866 2.242
H: -4.540 5.403 1.744
H: -7.193 5.402 3.286
H: -5.882 5.891 5.388
H: -4.365 5.856 4.510
H: -5.289 4.388 4.694
H: -6.524 7.225 2.089
C: 5.362 3.941 8.641
C: 4.558 3.339 9.764
C: 4.338 1.850 9.631
O: 5.259 3.599 10.943
H: 6.390 3.583 8.586
H: 5.256 5.020 8.751
H: 4.945 3.676 7.669
H: 3.621 3.867 9.944
H: 3.584 1.551 8.903
H: 4.057 1.419 10.593
H: 5.270 1.383 9.314
H: 6.049 3.060 10.859
C: 5.493 -7.062 -8.935
C: 4.657 -7.593 -7.734
C: 5.201 -8.976 -7.262
O: 4.760 -6.641 -6.684
H: 5.018 -6.136 -9.259
H: 5.445 -7.709 -9.811
H: 6.510 -6.808 -8.634
H: 3.599 -7.711 -7.967
H: 4.458 -9.279 -6.524
H: 6.159 -8.940 -6.743
H: 5.283 -9.714 -8.059
H: 4.154 -5.921 -6.872
C: -6.548 -3.169 1.604
C: -6.964 -3.761 0.236
C: -6.166 -3.276 -0.929
O: -6.800 -5.139 0.402
H: -6.624 -2.082 1.590
H: -5.498 -3.345 1.837
H: -7.239 -3.502 2.379
H: -8.033 -3.599 0.093
H: -6.217 -2.188 -0.880
H: -6.514 -3.698 -1.872
H: -5.090 -3.424 -0.838
H: -6.588 -5.624 -0.399
C: 0.651 7.677 -2.003
C: 0.077 8.912 -2.753
C: -1.145 9.652 -1.982
O: 1.039 9.913 -2.891
H: 0.969 8.061 -1.034
H: 1.503 7.213 -2.500
H: -0.090 6.903 -1.801
H: -0.274 8.571 -3.727
H: -2.028 9.027 -2.113
H: -1.362 10.642 -2.384
H: -0.968 9.648 -0.906
H: 1.462 10.028 -2.038
C: -1.608 -1.047 -7.948
C: -0.391 -0.568 -7.185
C: -0.781 0.523 -6.157
O: 0.127 -1.613 -6.493
H: -2.247 -1.628 -7.283
H: -1.435 -1.812 -8.705
H: -2.151 -0.284 -8.508
H: 0.420 -0.313 -7.867
H: -1.572 0.144 -5.510
H: -1.038 1.502 -6.560
H: 0.041 0.709 -5.466
H: 0.075 -1.447 -5.549

Results
charge: -1
total energy: -4306.89548 Eh
Kohn-Sham gap: 0.39211 Ha

Mulliken atomic charge list, values in e, 4 entries: 1.990 -0.508 -0.514 -0.474

ORCA calculation (ωB97M-V/def2-TZVPD) on a molecular structure, C18H56Fe2N2O16P.

Cartesian coordinates (Å):
Fe: -11.685 21.518 -13.420
Fe: -9.549 18.282 -12.677
P: -11.169 19.672 -11.806
O: -11.553 18.213 -12.054
O: -12.060 20.862 -11.549
O: -10.705 19.870 -13.235
O: -9.790 19.588 -11.189
C: -13.743 18.772 -9.582
O: -13.686 17.723 -10.517
H: -14.375 18.513 -8.733
H: -12.751 18.987 -9.186
H: -14.092 19.704 -10.028
H: -12.924 17.885 -11.078
C: -9.561 19.658 -17.547
O: -9.669 20.131 -16.203
H: -9.884 18.625 -17.675
H: -10.236 20.330 -18.078
H: -8.586 19.869 -17.985
H: -9.078 19.676 -15.598
C: -9.454 16.082 -15.086
O: -10.224 16.977 -14.287
H: -8.429 15.941 -14.743
H: -9.828 15.060 -15.014
H: -9.469 16.472 -16.103
H: -11.147 16.803 -14.487
C: -12.529 15.134 -12.833
O: -12.853 16.378 -13.404
H: -11.698 14.707 -13.395
H: -12.370 15.289 -11.766
H: -13.321 14.391 -12.924
H: -12.404 17.131 -13.014
C: -12.720 22.248 -17.550
C: -12.807 22.165 -16.001
C: -13.519 20.876 -15.495
O: -13.465 20.791 -14.086
C: -14.471 19.914 -13.537
N: -11.432 22.187 -15.463
H: -12.245 21.370 -17.987
H: -12.158 23.126 -17.866
H: -13.690 22.444 -18.006
H: -13.375 23.004 -15.600
H: -13.237 19.912 -15.918
H: -14.547 21.118 -15.765
H: -15.497 20.095 -13.858
H: -14.392 20.071 -12.461
H: -14.246 18.892 -13.840
H: -10.966 21.519 -16.061
H: -10.986 22.991 -15.881
C: -6.263 22.670 -10.659
C: -7.039 21.417 -11.066
C: -6.586 20.286 -10.119
O: -5.217 20.120 -10.046
C: -4.455 19.768 -11.162
N: -8.453 21.745 -10.856
H: -5.234 22.482 -10.966
H: -6.395 22.972 -9.620
H: -6.565 23.525 -11.263
H: -6.907 21.188 -12.124
H: -7.072 19.360 -10.426
H: -6.883 20.643 -9.133
H: -4.484 20.526 -11.945
H: -4.762 18.812 -11.587
H: -3.433 19.700 -10.789
H: -8.621 22.082 -9.919
H: -9.038 20.929 -10.964
C: -11.733 24.481 -12.678
C: -10.409 23.936 -12.153
O: -10.058 22.740 -12.918
O: -12.607 23.408 -12.941
H: -11.626 25.128 -13.549
H: -12.230 25.144 -11.969
H: -10.523 23.539 -11.144
H: -9.599 24.663 -12.206
H: -9.420 22.277 -12.370
H: -13.511 23.729 -12.969
C: -13.682 22.280 -8.984
C: -12.216 22.595 -8.870
O: -11.284 21.576 -9.111
O: -14.038 22.018 -10.296
H: -14.386 23.033 -8.630
H: -13.806 21.432 -8.310
H: -12.070 22.940 -7.846
H: -11.974 23.485 -9.450
H: -11.363 21.344 -10.039
H: -13.289 21.623 -10.747
C: -9.290 16.147 -10.161
C: -9.920 17.230 -9.207
O: -9.068 18.380 -9.098
O: -9.146 16.535 -11.522
H: -10.026 15.346 -10.225
H: -8.411 15.627 -9.781
H: -10.028 16.755 -8.231
H: -10.892 17.610 -9.519
H: -9.289 18.902 -9.873
H: -8.998 15.678 -11.928

Results
multiplicity: 9
charge: +1
total energy: -4901.34124 Eh
Kohn-Sham gap (spin up / spin down): 0.28841 / 0.26218 Ha

Mulliken atomic charge list, values in e, 4 entries: 0.332 0.217 1.739 0.045

ORCA calculation (ωB97M-V/def2-TZVPD) on 10 unconnected molecules or ions with the total composition C18H56O10.

Cartesian coordinates (Å):
C: -0.752 -4.369 -0.586
O: 0.206 -4.071 -1.582
H: -1.545 -3.610 -0.538
H: -1.230 -5.318 -0.828
H: -0.297 -4.464 0.407
H: 0.454 -3.141 -1.456
C: -3.285 1.672 2.009
O: -2.166 2.484 2.352
H: -3.057 0.611 2.153
H: -4.144 1.930 2.636
H: -3.492 1.868 0.961
H: -1.855 2.202 3.224
C: -1.268 0.610 -3.889
O: -0.894 -0.746 -3.666
H: -0.827 1.200 -3.090
H: -0.876 0.982 -4.846
H: -2.354 0.726 -3.924
H: -1.479 -1.312 -4.177
C: 3.341 3.032 -0.331
O: 2.840 2.916 -1.646
H: 3.093 4.009 0.100
H: 2.960 2.236 0.314
H: 4.426 2.973 -0.393
H: 1.873 2.943 -1.609
C: 3.009 -0.008 -3.683
O: 3.820 1.150 -3.604
H: 1.988 0.226 -4.027
H: 3.454 -0.668 -4.425
H: 2.935 -0.527 -2.723
H: 3.458 1.708 -2.899
C: -0.505 3.646 -0.218
O: 0.073 2.999 -1.364
H: -1.405 3.124 0.103
H: 0.214 3.605 0.596
H: -0.748 4.689 -0.427
H: -0.367 3.321 -2.156
C: 4.210 -3.096 -0.624
C: 4.761 -3.381 0.766
C: 3.935 -4.430 1.495
O: 6.136 -3.796 0.717
H: 3.143 -2.882 -0.562
H: 4.352 -3.967 -1.268
H: 4.712 -2.233 -1.063
H: 4.775 -2.470 1.368
H: 2.892 -4.125 1.606
H: 4.353 -4.613 2.485
H: 3.950 -5.372 0.937
H: 6.223 -4.443 0.009
C: -4.020 2.644 -1.859
C: -4.891 1.437 -2.180
C: -4.540 0.212 -1.377
O: -6.279 1.724 -1.950
H: -4.288 3.471 -2.520
H: -2.966 2.388 -1.980
H: -4.186 2.998 -0.839
H: -4.752 1.217 -3.250
H: -4.743 0.386 -0.322
H: -3.498 -0.064 -1.542
H: -5.137 -0.630 -1.732
H: -6.647 2.144 -2.732
C: -0.814 -0.191 -0.019
C: 0.635 -0.310 -0.465
C: 1.567 -0.687 0.667
O: 0.795 -1.327 -1.453
H: -1.247 -1.170 0.197
H: -1.407 0.320 -0.781
H: -0.891 0.411 0.892
H: 0.957 0.642 -0.900
H: 1.254 -1.617 1.144
H: 1.622 0.108 1.416
H: 2.583 -0.805 0.287
H: 0.428 -1.029 -2.297
C: -1.307 -0.429 5.949
C: -0.546 0.679 5.254
C: 0.032 0.254 3.920
O: -1.414 1.802 4.983
H: -1.405 -0.216 7.016
H: -0.802 -1.386 5.837
H: -2.312 -0.474 5.533
H: 0.290 1.049 5.857
H: 0.608 1.067 3.480
H: -0.751 -0.053 3.223
H: 0.692 -0.598 4.090
H: -1.660 2.217 5.815

Results
total energy: -1471.70829 Eh
SMILES: CC(C)O.CC(C)O.CC(C)O.CC(C)O.CO.CO.CO.CO.CO.CO
Kohn-Sham gap: 0.35649 Ha

Mulliken atomic charge list, values in e, 4 entries: -0.501 -0.569 0.154 0.319